# 1
A 9-piece molecular cluster, C9H34O9 overall. Source: the Open Molecules 2025 dataset; level of theory: ωB97M-V with the def2-TZVPD basis set.

Each atom is followed by the atoms it is bonded to, with distances in Å.
CARTESIAN COORDINATES (ANGSTROEM)
1 C -0.1279 0.2468 -0.0342  O2 1.381, H3 1.103, H4 1.114, H5 1.121
2 O -0.3351 1.4775 -0.6253  C1 1.381
3 H 0.8672 -0.1535 -0.2909  C1 1.103
4 H -0.2271 0.3419 1.0715  C1 1.114
5 H -0.9278 -0.4769 -0.3384  C1 1.121
6 C 4.4509 0.3005 0.9938  O7 1.374, H8 1.116, H9 1.117, H10 1.121
7 O 4.5190 0.6470 -0.3345  C6 1.374
8 H 4.2529 1.1798 1.6524  C6 1.116
9 H 3.6240 -0.4301 1.1698  C6 1.117
10 H 5.3909 -0.1863 1.3631  C6 1.121
11 C 0.7518 2.2239 3.2650  O12 1.444, H13 1.081, H14 1.093, H15 1.090
12 O 0.0777 2.2802 4.5410  C11 1.444, H16 0.959
13 H 1.5480 1.5041 3.3961  C11 1.081
14 H 0.0381 1.8670 2.5183  C11 1.093
15 H 1.0371 3.2312 2.9618  C11 1.090
16 H -0.7176 2.8150 4.5018  O12 0.959
17 C -2.4701 3.6119 1.4692  O18 1.404, H19 1.106, H20 1.099, H21 1.089
18 O -2.4585 3.6827 0.0671  C17 1.404, H22 0.976
19 H -2.5543 2.5515 1.7703  C17 1.106
20 H -1.4839 3.8760 1.8750  C17 1.099
21 H -3.3020 4.1039 1.9708  C17 1.089
22 H -1.6752 3.1405 -0.1437  O18 0.976
23 C -2.8662 -0.1924 2.8451  O24 1.434, H25 1.093, H26 1.084, H27 1.095
24 O -3.3137 -0.9780 3.9579  C23 1.434, H28 0.960
25 H -2.1890 -0.7700 2.2113  C23 1.093
26 H -3.7092 0.1727 2.2693  C23 1.084
27 H -2.2598 0.6433 3.2084  C23 1.095
28 H -2.5635 -1.1072 4.5422  O24 0.960
29 C 2.7892 -2.7900 -0.5051  O30 1.412, H31 1.095, H32 1.096, H33 1.097
30 O 3.7500 -2.0599 -1.2377  C29 1.412, H34 0.984
31 H 2.9348 -2.6447 0.5701  C29 1.095
32 H 1.7682 -2.5030 -0.7815  C29 1.096
33 H 2.9311 -3.8531 -0.7357  C29 1.097
34 H 3.7887 -1.1648 -0.8304  O30 0.984
35 C 0.8768 -1.5399 -3.3832  O36 1.420, H37 1.095, H38 1.087, H39 1.109
36 O 1.8004 -0.4861 -3.1549  C35 1.420, H40 0.960
37 H 1.4177 -2.4901 -3.3280  C35 1.095
38 H 0.0014 -1.3055 -2.7834  C35 1.087
39 H 0.5120 -1.4628 -4.4279  C35 1.109
40 H 2.5889 -0.6702 -3.6708  O36 0.960
41 C -1.2065 -3.7689 -1.0532  O42 1.438, H43 1.088, H44 1.100, H45 1.085
42 O -2.3837 -4.0440 -0.2739  C41 1.438, H46 0.959
43 H -0.3874 -4.4314 -0.7792  C41 1.088
44 H -1.4365 -3.9946 -2.1052  C41 1.100
45 H -1.0470 -2.6965 -1.0127  C41 1.085
46 H -2.4023 -4.9839 -0.0830  O42 0.959
47 C -1.8066 1.9128 -4.0116  O48 1.386, H49 1.103, H50 1.093, H51 1.106
48 O -0.6074 1.8215 -3.3235  C47 1.386, H52 0.999
49 H -2.4398 2.7455 -3.6609  C47 1.103
50 H -1.6165 2.0155 -5.0830  C47 1.093
51 H -2.4483 1.0240 -3.8627  C47 1.106
52 H -0.7538 1.7676 -2.3371  O48 0.999

Values from the calculation:
**E_LUMO**: 4.43 eV
**Frontier orbital gap**: 0.166 Eh
**Total charge**: -2


# 2
A 9-piece molecular cluster, C9H34O9 overall. Source: the Open Molecules 2025 dataset; level of theory: ωB97M-V with the def2-TZVPD basis set.

Each atom is followed by the atoms it is bonded to, with distances in Å.
CARTESIAN COORDINATES (ANGSTROEM)
1 C 0.4346 0.2864 1.0565  O2 1.323, H3 1.135, H4 1.129, H5 1.151
2 O 0.2441 0.4332 2.3579  C1 1.323
3 H 1.5055 0.0228 0.7874  C1 1.135
4 H -0.2423 -0.4146 0.4873  C1 1.129
5 H 0.1843 1.1931 0.3926  C1 1.151
6 C -1.9956 -3.1859 0.3580  O7 1.355, H8 1.117, H9 1.122, H10 1.127
7 O -3.0227 -2.4301 0.8166  C6 1.355
8 H -1.0036 -2.6913 0.4924  C6 1.117
9 H -1.8556 -4.1757 0.8685  C6 1.122
10 H -2.0516 -3.4340 -0.7396  C6 1.127
11 C -2.7301 -0.4248 -2.0364  O12 1.405, H13 1.101, H14 1.098, H15 1.095
12 O -3.7777 -0.6595 -1.1307  C11 1.405, H16 1.011
13 H -1.7844 -0.1388 -1.5509  C11 1.101
14 H -2.4841 -1.3277 -2.6113  C11 1.098
15 H -2.9971 0.4243 -2.6738  C11 1.095
16 H -3.4876 -1.3877 -0.4927  O12 1.011
17 C -0.8635 2.7947 -2.2821  O18 1.415, H19 1.089, H20 1.090, H21 1.102
18 O -2.1514 3.3691 -2.3987  C17 1.415, H22 0.958
19 H -0.1099 3.4271 -1.8159  C17 1.089
20 H -0.8618 1.8206 -1.7936  C17 1.090
21 H -0.4816 2.6559 -3.3063  C17 1.102
22 H -2.6024 3.0555 -3.1831  O18 0.958
23 C 0.3467 4.0598 2.7975  O24 1.426, H25 1.102, H26 1.090, H27 1.085
24 O 1.6684 3.7736 3.2510  C23 1.426, H28 0.958
25 H 0.2600 5.1586 2.8079  C23 1.102
26 H 0.2070 3.6479 1.7976  C23 1.090
27 H -0.4590 3.7061 3.4322  C23 1.085
28 H 2.2843 4.3017 2.7410  O24 0.958
29 C 1.9438 -3.2266 -0.3111  O30 1.443, H31 1.082, H32 1.094, H33 1.091
30 O 2.5534 -4.1901 -1.1959  C29 1.443, H34 0.959
31 H 1.6042 -3.6960 0.6028  C29 1.082
32 H 2.6879 -2.4404 -0.1521  C29 1.094
33 H 1.1054 -2.7074 -0.7781  C29 1.091
34 H 2.7417 -3.7404 -2.0215  O30 0.959
35 C -2.6982 2.4756 0.8626  O36 1.411, H37 1.096, H38 1.098, H39 1.092
36 O -3.1534 1.1740 1.1616  C35 1.411, H40 0.970
37 H -1.6438 2.4530 0.5636  C35 1.096
38 H -3.2871 2.9066 0.0416  C35 1.098
39 H -2.8310 3.0929 1.7533  C35 1.092
40 H -3.3645 0.6907 0.3475  O36 0.970
41 C 1.2312 -0.5464 -2.7256  O42 1.444, H43 1.089, H44 1.093, H45 1.084
42 O 1.9650 -0.8491 -3.9322  C41 1.444, H46 0.959
43 H 0.4693 -1.3058 -2.5541  C41 1.089
44 H 1.9422 -0.5434 -1.8950  C41 1.093
45 H 0.8229 0.4571 -2.7726  C41 1.084
46 H 2.3922 -1.6956 -3.7870  O42 0.959
47 C 3.8899 -2.0225 2.6892  O48 1.420, H49 1.097, H50 1.101, H51 1.085
48 O 3.4681 -1.5690 3.9665  C47 1.420, H52 0.960
49 H 4.9779 -1.9362 2.5815  C47 1.097
50 H 3.6603 -3.0963 2.6088  C47 1.101
51 H 3.3412 -1.5380 1.8889  C47 1.085
52 H 4.0082 -2.0071 4.6278  O48 0.960

Values from the calculation:
**E_LUMO**: 4.34 eV
**Frontier orbital gap**: 0.140 Eh
**Total charge**: -2